1.
Density functional theory data (ωB97M-V with the def2-TZVPD basis set) for a cluster of 6 separate species, C25H45Br2Cl15FNP in total.

Structure (XYZ):
```
90
C25H45Br2Cl15FNP ωB97M-V with the def2-TZVPD basis set
C 5.87596 1.36072 3.07358
C 5.00182 0.81621 1.93776
C 5.55771 1.18745 0.56221
C 4.70275 0.78101 -0.65964
C 3.54325 -0.17567 -0.38228
C 2.79746 -0.57989 -1.65994
C 1.33484 -0.94448 -1.36280
C 0.42339 0.27339 -1.46715
C -1.02210 0.02194 -1.00914
C -1.15254 0.27054 0.50954
P -2.44123 -0.64486 1.33424
C -4.13808 -0.32342 0.76488
C -4.45414 0.88333 -0.13877
C -4.43531 0.59454 -1.63663
F -3.59930 1.95714 0.14376
N -2.21973 -2.24154 0.97394
C -0.84806 -2.83022 0.94503
C -0.89280 -4.31437 1.30157
C -1.19007 -5.22958 0.11159
C -0.90632 -6.69510 0.43892
C -2.33039 -0.38616 3.12545
Br -1.79460 -1.90473 4.09744
C -2.59894 0.77101 3.73772
C -3.04470 2.02629 3.04086
Br -2.43918 0.94129 5.58865
H 6.33119 2.31161 2.78795
H 6.67848 0.66373 3.32331
H 5.29241 1.52631 3.98004
H 4.92898 -0.27114 2.03226
H 3.99011 1.21782 2.05611
H 6.53737 0.71800 0.47850
H 5.69781 2.27120 0.54963
H 4.28033 1.67856 -1.12101
H 5.35055 0.30490 -1.40221
H 3.88736 -1.07252 0.13883
H 2.82741 0.32446 0.28413
H 2.82978 0.25739 -2.36364
H 3.29131 -1.44577 -2.10531
H 0.97011 -1.72916 -2.03047
H 1.30228 -1.32326 -0.33308
H 0.83406 1.10677 -0.88731
H 0.37443 0.59399 -2.51017
H -1.34966 -0.98760 -1.26764
H -1.67445 0.72751 -1.52479
H -1.31183 1.33161 0.70607
H -0.21857 0.00011 1.01764
H -4.41146 -1.22032 0.20622
H -4.75526 -0.29669 1.66627
H -5.45959 1.20739 0.13716
H -3.93116 1.40468 -2.16299
H -5.45853 0.56923 -2.01253
H -3.97568 -0.36017 -1.89195
H -2.80965 -2.81776 1.57149
H -0.48124 -2.73337 -0.07656
H -0.17925 -2.31120 1.63452
H 0.07344 -4.58927 1.73196
H -1.63819 -4.48517 2.08780
H -2.24603 -5.13684 -0.15752
H -0.57406 -4.92275 -0.73744
H -0.91625 -7.30871 -0.46170
H -1.65395 -7.09823 1.12441
H 0.07615 -6.80737 0.90288
H -3.36552 2.76414 3.77047
H -3.89966 1.82813 2.39416
H -2.23668 2.46557 2.45506
C 7.14642 -3.17901 1.62109
Cl 6.44172 -4.13737 2.92056
Cl 5.94107 -2.81082 0.38512
Cl 7.87093 -1.69960 2.24510
H 7.92757 -3.76326 1.15243
C -5.32504 4.41997 -2.69966
Cl -6.63707 4.76997 -1.56943
Cl -5.87380 3.29969 -3.95128
Cl -4.67752 5.89147 -3.40210
H -4.53378 3.93857 -2.13858
C -0.90637 4.15399 -4.95206
Cl -2.61757 3.72330 -4.99374
Cl 0.03551 2.81686 -4.27426
Cl -0.32080 4.60397 -6.54264
H -0.78993 5.00372 -4.29235
C -9.39285 5.43263 1.00966
Cl -9.74889 4.13583 2.15440
Cl -10.78424 5.77923 -0.00882
Cl -8.83524 6.87882 1.84615
H -8.58977 5.09012 0.37198
C 8.24856 -1.62142 -2.53094
Cl 8.08497 -0.37395 -1.29818
Cl 9.09914 -3.02886 -1.89264
Cl 6.66747 -2.07696 -3.17463
H 8.83296 -1.21754 -3.34661
```

Output
E_tot (hartree): -13526.21123
Net charge: +1
E_HOMO (eV): -12.49
LUMO level (eV): -2.7880

***

2.
Density functional theory data (ωB97M-V with the def2-TZVPD basis set) for a cluster of 2 separate species, C25H45Cl2N3O in total.

Structure (XYZ):
```
76
C25H45Cl2N3O ωB97M-V with the def2-TZVPD basis set
C -4.71472 1.98851 -0.17763
C -5.61159 0.82186 -0.84520
C -5.03488 -0.67607 -0.53865
C -5.09548 -1.03275 1.05532
C -3.66807 -1.57246 1.63098
C -3.12073 -0.54971 2.78230
C -1.95642 -1.22574 3.68533
C -0.69732 -0.22060 3.74594
C 0.46898 -0.53070 2.67769
C 1.58620 -1.46168 3.41411
C 2.66648 -2.01734 2.33918
C 3.51207 -0.84210 1.61930
C 4.20469 -1.32477 0.21976
C 3.06978 -1.89425 -0.81635
C 3.39813 -1.58052 -2.35932
C 2.37941 -2.24911 -3.41317
C 2.08021 -3.80745 -3.07283
N 1.85083 -4.92931 -2.66317
C 0.92226 -1.49858 -3.49217
C -0.00061 -1.85168 -2.19943
N -0.68953 -2.20221 -1.26041
C 1.05301 0.09763 -3.65022
Cl 0.99203 0.78394 -1.91378
C -0.15494 0.80897 -4.43914
C -0.59163 0.09620 -5.80977
Cl 0.48640 2.49935 -4.92760
H -4.99189 2.11695 0.92952
H -3.58475 1.82049 -0.30094
H -4.98683 2.98543 -0.70994
H -6.69247 0.85517 -0.46775
H -5.56224 0.94648 -1.98902
H -3.94640 -0.68954 -0.93473
H -5.69222 -1.46318 -1.08663
H -5.85637 -1.87831 1.28368
H -5.34968 -0.08879 1.67844
H -3.75319 -2.63048 2.07312
H -2.88213 -1.53627 0.78865
H -2.72440 0.37278 2.19561
H -3.99085 -0.13918 3.43342
H -2.39868 -1.32751 4.75555
H -1.69105 -2.24549 3.22268
H -0.24503 -0.30432 4.80436
H -1.07106 0.85839 3.56453
H 0.91687 0.49543 2.37139
H 0.10628 -1.02026 1.70440
H 2.07972 -0.81407 4.22419
H 1.07200 -2.34665 3.96359
H 3.41687 -2.71995 2.88270
H 2.05754 -2.66870 1.59586
H 4.30190 -0.49024 2.39454
H 2.82934 0.07306 1.41402
H 4.74711 -0.39190 -0.18584
H 5.01124 -2.10429 0.45452
H 2.07474 -1.42158 -0.44376
H 2.98250 -3.02748 -0.60733
H 3.48721 -0.42582 -2.46261
H 4.47647 -1.97375 -2.55048
H 2.88896 -2.24993 -4.45502
H 0.38020 -2.01658 -4.37805
H 2.06242 0.41901 -4.09419
H -1.02902 1.02847 -3.71936
H -1.47357 0.70486 -6.25807
H -1.05841 -0.93647 -5.54492
H 0.23340 0.01188 -6.59744
C 2.96234 3.02432 2.10252
O 3.60307 2.09961 1.63161
N 2.27785 3.95807 1.37998
C 1.53579 5.03028 2.01116
C 2.29601 3.87070 -0.06468
H 2.88615 3.17830 3.19137
H 0.48495 4.95487 1.71939
H 1.94092 5.98850 1.67540
H 1.61057 4.97110 3.09831
H 1.88414 2.90665 -0.36354
H 3.32994 3.93373 -0.41366
H 1.70915 4.67680 -0.50761
```

Output
E_tot (hartree): -2139.23466
Net charge: 0
E_HOMO (eV): -9.36
LUMO level (eV): 0.2966
SMILES: CCCCCCCCCCCCCCC[C@@H](C#N)[C@@H](C#N)[C@H](Cl)[C@H](C)Cl.CN(C)C=O

***

3.
Density functional theory data (ωB97M-V with the def2-TZVPD basis set) for a structure of composition C25H45N2P3PtSSe.

Structure (XYZ):
```
78
C25H45N2P3PtSSe ωB97M-V with the def2-TZVPD basis set
Pt 0.20112 0.09362 -0.98519
P 1.83822 1.03130 0.38256
P -1.51359 1.38505 -0.19771
P 0.87014 1.51030 -2.81609
H -0.14360 -2.89593 -0.31916
C 0.75597 -2.61795 -0.90562
C 1.77644 -1.92032 -0.28157
H 1.84152 -1.97263 0.81221
C 1.96957 0.34981 2.08722
C 1.78107 2.80931 0.78867
C 3.53704 0.96587 -0.27963
C -3.14139 0.58778 -0.38265
C -1.43808 1.87573 1.57231
C -1.74851 3.00294 -1.00119
C 2.18644 0.67685 -3.77291
C 1.51379 3.21224 -2.53405
C -0.39794 1.84939 -4.11778
H 0.87760 -3.08821 -1.87656
H 2.71108 -1.60141 -0.76791
H 2.00055 -0.74248 2.07234
H 1.09549 0.66822 2.67188
H 2.88876 0.70940 2.57862
H 0.87368 3.08299 1.32818
H 1.86278 3.41484 -0.11643
H 2.65385 2.99187 1.43546
H 3.72503 0.00075 -0.75193
H 4.24413 1.10714 0.55098
H 3.69527 1.76156 -1.02229
H -3.91499 1.33601 -0.13500
H -3.21729 -0.26867 0.30886
H -3.28188 0.24197 -1.41954
H -1.91707 2.85561 1.73525
H -0.41663 1.93196 1.97101
H -1.97701 1.13830 2.18298
H -2.59051 3.48349 -0.47554
H -1.99984 2.88646 -2.06208
H -0.86468 3.64804 -0.91151
H 1.88166 0.60654 -4.83314
H 2.43465 -0.32718 -3.38646
H 3.09682 1.29175 -3.70931
H 1.68371 3.66577 -3.52727
H 2.45897 3.26067 -1.97510
H 0.77262 3.81796 -1.99459
H -0.16630 1.16436 -4.95589
H -0.40508 2.89733 -4.49846
H -1.40337 1.64322 -3.67378
C -0.84899 -2.76492 -4.37124
C -1.86470 -2.53177 -5.31336
C -1.85775 -3.15045 -6.56856
C -0.83927 -4.05232 -6.88579
C 0.12984 -4.36695 -5.93635
C 0.12503 -3.72378 -4.69312
S -0.60387 -1.42357 -3.11254
H -1.22500 -1.78397 -1.92536
H -2.64480 -1.82085 -5.04936
H -2.64122 -2.94313 -7.29796
H -0.79061 -4.47521 -7.89022
H 0.89932 -5.10367 -6.18455
H 0.90019 -3.95961 -3.97423
C 0.89405 -2.11767 4.40853
N -0.39309 -1.46277 4.59707
C -1.28510 -1.16192 3.59558
Se -1.10981 -1.55033 1.78996
N -2.24280 -0.38827 4.20346
C -1.93135 -0.15178 5.54933
C -2.43743 0.76430 6.46629
C -1.71570 0.90424 7.66993
C -0.52860 0.18638 7.94306
C -0.02974 -0.70982 6.98540
C -0.75322 -0.83618 5.79686
H 0.79586 -2.83631 3.58381
H 1.16964 -2.63114 5.34049
H 1.68198 -1.38410 4.16226
H -3.00273 0.00441 3.65793
H -3.37138 1.27827 6.21031
H -2.06752 1.59698 8.43574
H 0.00623 0.34357 8.88628
H 0.89232 -1.26930 7.12823
```

Output
E_tot (hartree): -5030.56538
Net charge: +4
E_HOMO (alpha / beta) (eV): -17.96 / -18.82
LUMO level (alpha / beta) (eV): -10.3227 / -14.5809
<S²>: 6.07
2S+1: 5

***

4.
Density functional theory data (ωB97M-V with the def2-TZVPD basis set) for a cluster of 2 separate species, C25H45N3O6P in total.

Structure (XYZ):
```
80
C25H45N3O6P ωB97M-V with the def2-TZVPD basis set
C 10.59701 -1.53621 1.72834
C 10.20195 0.02044 1.43004
C 8.82558 0.12452 0.59372
C 8.41232 1.66537 0.28510
C 6.81698 1.93652 0.50275
C 6.07181 2.43764 -0.83975
C 5.15036 1.30309 -1.53396
C 3.61093 1.35048 -1.05925
C 2.75699 0.07202 -1.59353
C 1.16890 0.32572 -1.45735
C 0.29769 -1.04491 -1.50561
C -0.93213 -1.06341 -0.46589
C -2.33367 -1.52678 -1.09603
C -3.48936 -1.18120 -0.02270
C -4.24990 0.19097 -0.14683
C -3.96681 1.27144 -1.28599
C -2.47371 1.85981 -1.31000
O -1.61694 1.33235 -2.36285
C -2.11411 1.63706 -3.66238
O -1.79905 2.62801 -4.35405
C -5.35399 0.36244 0.96173
N -6.18762 1.59870 0.98152
C -5.67150 2.52413 1.76684
C -4.83142 2.26854 3.10856
C -5.93620 4.07630 1.36751
C -5.62420 -0.73255 2.03330
N -4.84480 -1.90285 2.03330
N -3.91543 -2.03488 1.06279
P -3.00381 -3.60386 1.14238
O -3.59493 -4.49566 -0.23287
O -3.62249 -4.52750 2.47314
H 11.73486 -1.66202 1.72791
H 10.13577 -1.82922 2.73481
H 10.08919 -2.19728 0.92491
H 11.03441 0.48247 0.79988
H 10.06937 0.59963 2.41568
H 7.99325 -0.42718 1.15762
H 8.99435 -0.46183 -0.39079
H 9.02037 2.34824 0.98929
H 8.73881 1.91328 -0.78292
H 6.29268 1.02941 0.99075
H 6.75645 2.79130 1.27123
H 6.88929 2.84809 -1.53709
H 5.42906 3.35620 -0.55268
H 5.61617 0.27684 -1.31599
H 5.21241 1.50894 -2.67190
H 3.17759 2.33438 -1.48221
H 3.62043 1.41285 0.09017
H 3.10864 -0.90422 -1.10333
H 2.97619 0.03290 -2.73001
H 0.85939 0.91283 -2.40590
H 0.89358 0.98094 -0.54289
H -0.06671 -1.26647 -2.56881
H 1.02510 -1.89350 -1.22523
H -1.02318 -0.06891 0.09363
H -0.66579 -1.85405 0.33871
H -2.63278 -0.94086 -2.04879
H -2.30881 -2.62504 -1.40050
H -4.66726 2.16462 -1.06079
H -4.32969 0.82940 -2.27372
H -2.56526 2.99846 -1.49011
H -1.91927 1.76133 -0.30383
H -2.89932 0.90051 -4.08799
H -5.26425 1.40042 3.73653
H -3.76195 1.93705 2.83673
H -4.77368 3.18965 3.78447
H -5.02198 4.70510 1.64821
H -6.86957 4.41179 1.96628
H -6.16070 4.14045 0.24557
H -6.45612 -0.54227 2.80399
H -2.79823 -4.68816 -0.79199
H -3.95669 -5.37883 2.08085
O -6.90558 -5.29098 -0.40535
C -6.83008 -3.98330 -0.19766
C -8.14124 -3.48385 0.59462
O -8.05861 -2.17384 0.77517
H -6.76053 -3.33624 -1.09338
H -5.97729 -3.61878 0.40095
H -8.19833 -4.11468 1.50080
H -9.00292 -3.86126 0.01309
```

Output
E_tot (hartree): -1936.16811
Net charge: -1
E_HOMO (eV): -1.52
LUMO level (eV): 1.6380

***

5.
Density functional theory data (ωB97M-V with the def2-TZVPD basis set) for a cluster of 8 separate species, C25H46Cl14NO4 in total.

Structure (XYZ):
```
90
C25H46Cl14NO4 ωB97M-V with the def2-TZVPD basis set
C 0.24219 0.51458 0.52160
C 0.14234 0.97119 -0.59707
C -0.24855 1.75553 -1.89829
C 1.10878 1.85361 -2.74927
O 2.10971 2.60518 -2.05486
C 3.17674 1.78294 -1.54500
C 3.41731 2.21732 -0.02254
O 3.30343 1.08470 0.87870
C 3.74589 1.44935 2.19714
C 2.63533 1.16332 3.30417
O 2.52107 -0.25532 3.47578
C 1.32934 -0.63059 4.18049
C 0.70605 -1.91250 3.43210
C -1.39989 1.01902 -2.73476
C -2.84392 1.16725 -2.10587
C -3.85507 0.65408 -3.25123
C -3.02039 0.12897 -0.90157
N -3.26179 2.55678 -1.80011
O -4.41453 2.59329 -1.18437
C -2.24451 3.35538 -1.07914
C -2.66106 4.89854 -1.30209
C -2.20396 3.15179 0.50329
C -0.76456 3.23420 -1.62682
H 0.32116 0.34998 1.62465
H 0.86133 2.42605 -3.70099
H 1.44480 0.82759 -3.08934
H 4.13137 1.86294 -2.13877
H 2.86407 0.68967 -1.48411
H 2.61844 2.95264 0.29936
H 4.45203 2.65394 0.08105
H 3.99330 2.55442 2.24130
H 4.69039 0.90077 2.49092
H 1.66282 1.68887 3.07629
H 3.02466 1.62321 4.27663
H 1.49741 -0.83204 5.28502
H 0.53296 0.17975 4.13720
H 1.06674 -1.82630 2.35828
H -0.42127 -1.77518 3.36710
H 1.00444 -2.88467 3.90939
H -1.42953 1.57313 -3.73376
H -1.12659 -0.04700 -3.00225
H -4.92105 0.94437 -3.04306
H -3.50313 0.93646 -4.28313
H -3.81582 -0.47792 -3.18139
H -4.08368 -0.28478 -0.84014
H -2.63389 0.49379 0.08622
H -2.38366 -0.77481 -1.17314
H -2.32558 5.16895 -2.34942
H -2.09549 5.57907 -0.60156
H -3.77597 5.05088 -1.22022
H -2.97531 2.44414 0.91148
H -2.38298 4.15692 1.00476
H -1.18921 2.81812 0.89113
H -0.61689 3.88969 -2.54480
H -0.08288 3.67874 -0.83377
C -0.83695 -4.08371 0.90659
Cl -0.92520 -2.38784 0.41308
Cl 0.54957 -4.89464 0.16783
H -0.73887 -4.13115 1.98724
H -1.74907 -4.59072 0.59488
C 5.10256 4.85745 -3.07394
Cl 6.55635 4.25982 -3.88397
Cl 5.31989 4.91025 -1.32115
H 4.88620 5.86055 -3.43299
H 4.27136 4.19475 -3.30602
C -2.08728 -6.20222 4.19299
Cl -2.23329 -6.88763 2.56824
Cl -2.21283 -4.43807 4.16245
H -2.88433 -6.60020 4.81625
H -1.12246 -6.47995 4.60575
C -6.89125 -1.28125 -1.08608
Cl -5.45113 -1.91799 -1.89083
Cl -6.65810 -1.18447 0.66285
H -7.09762 -0.28475 -1.47033
H -7.73125 -1.93930 -1.29429
C -0.21712 -4.08518 7.74277
Cl -0.21542 -5.61982 6.86437
Cl 0.04033 -4.33561 9.47238
H 0.58058 -3.45659 7.35441
H -1.17752 -3.59687 7.59564
C 8.26341 0.60252 -4.52178
Cl 9.90514 0.46461 -3.88178
Cl 8.23603 0.35905 -6.27244
H 7.63651 -0.15070 -4.05078
H 7.87920 1.59570 -4.29721
C -2.24729 -5.99028 -2.64666
Cl -1.11393 -7.23039 -3.19318
Cl -2.53289 -6.10381 -0.90565
H -1.83383 -5.00996 -2.87210
H -3.19246 -6.12162 -3.16777
```

Output
E_tot (hartree): -7778.26632
Net charge: 0
E_HOMO (alpha / beta) (eV): -8.81 / -9.50
LUMO level (alpha / beta) (eV): 0.3513 / -0.0961
<S²>: 0.75
2S+1: 2